1.
18
Properties=species:S:1:pos:R:3 method="wB97M-V/def2-TZVPD" spin_multiplicity=1 homo_ev=-8.7781 smiles="CN=C=C1C=CN=N1.N#CN" max_force_ev_per_a=3.59
C -1.97 0.54 -0.53
C 1.94 0.25 -1.23
C 1.79 -0.65 -2.31
C 1.17 -0.36 -0.20
C 0.85 0.06 1.06
C -0.43 0.80 3.05
N -1.72 1.42 0.24
N 0.89 -1.56 -2.02
N 0.46 0.17 2.15
N 0.52 -1.50 -0.80
N -2.20 -0.47 -1.39
H 2.75 0.95 -1.22
H 2.45 -0.73 -3.15
H -0.01 0.73 4.04
H -1.34 0.22 3.08
H -0.75 1.76 2.54
H -2.89 -0.38 -2.08
H -1.52 -1.25 -1.24

2.
15
Properties=species:S:1:pos:R:3 method="wB97M-V/def2-TZVPD" spin_multiplicity=1 homo_ev=-9.3100 max_force_ev_per_a=7.70
C -2.26 -0.51 -0.09
C -0.93 -0.11 0.02
C 0.21 -1.15 0.02
C 1.57 -0.47 -0.21
C 0.82 1.76 0.54
C -0.16 1.16 -0.38
H -2.22 -1.84 0.25
H -3.19 0.10 -0.19
H 0.37 -1.95 -0.89
H 0.43 -1.94 0.92
H 0.79 0.87 1.45
H 1.33 2.67 0.60
H -0.57 1.70 -1.31
N 1.30 0.81 -0.72
O 2.50 -1.09 -0.01

3.
15
Properties=species:S:1:pos:R:3 method="wB97M-V/def2-TZVPD" spin_multiplicity=1 homo_ev=-8.5620 smiles="C[C@H]1C(=O)[C@H]1C=C=N" max_force_ev_per_a=5.58
C 0.23 0.17 -1.78
C -0.88 0.71 -1.00
C 0.53 -0.91 -2.46
C -1.15 1.95 -0.06
C -0.97 0.69 0.61
C 0.24 0.54 1.52
N 0.77 -1.91 -3.12
O -1.06 3.09 0.06
H 1.14 0.76 -1.80
H -1.80 0.44 -1.53
H -1.87 0.32 1.01
H 0.10 0.15 2.53
H 0.72 1.60 1.73
H 0.91 -0.19 1.23
H 1.29 -2.74 -2.69

4.
15
Properties=species:S:1:pos:R:3 method="wB97M-V/def2-TZVPD" spin_multiplicity=1 homo_ev=-8.6264 smiles="CC(=O)c1ccc[nH]1" max_force_ev_per_a=9.49
C -1.34 -0.10 2.01
C -1.35 -0.49 0.55
C -0.24 -0.09 -0.31
C -0.07 0.83 -1.30
C 1.25 0.79 -1.80
C 1.98 -0.21 -1.11
H -2.10 -0.46 2.39
H -0.57 -0.40 2.53
H -1.15 0.95 1.94
H -0.85 1.58 -1.66
H 1.68 1.33 -2.42
H 2.95 -0.31 -1.11
H 1.23 -1.63 0.39
N 0.99 -0.75 -0.17
O -2.41 -1.04 0.07

5.
16
Properties=species:S:1:pos:R:3 method="wB97M-V/def2-TZVPD" spin_multiplicity=1 homo_ev=-9.2913 max_force_ev_per_a=0.47
C -0.72 -0.39 -0.20
C 0.61 -0.69 0.19
C -0.54 -0.57 1.22
C -1.69 -0.61 -1.26
C 1.62 0.56 0.08
O 2.07 0.81 1.39
C 0.31 1.78 -0.19
O 2.40 0.52 -0.86
N -0.75 2.13 -0.54
H 2.88 1.33 1.29
H 1.10 -1.60 -0.12
H -0.44 0.29 1.88
H -1.04 -1.43 1.67
H -1.28 -0.34 -2.23
H -2.63 -0.09 -1.06
H -1.89 -1.70 -1.26

6.
16
Properties=species:S:1:pos:R:3 method="wB97M-V/def2-TZVPD" spin_multiplicity=1 homo_ev=-9.1160 max_force_ev_per_a=3.94
C -2.06 0.55 -0.53
C -1.24 -0.54 -0.96
C -0.97 1.02 0.36
C -1.86 -0.06 0.87
C -1.10 -1.15 0.24
C 2.59 0.19 -0.45
N 2.03 -0.63 0.34
O 0.01 1.71 0.62
O 2.99 1.49 -0.29
H -2.97 1.06 -0.73
H -0.68 -0.63 -1.90
H -2.40 -0.04 1.77
H -0.42 -2.03 0.66
H 2.72 0.00 -1.62
H 1.82 -0.18 1.22
H 2.73 1.83 0.53

Looking at relative energy (zero: lowest compared OMol25 entry of this formula, charge and spin) for the records above, in order, we have 4.260 5.090 3.999 2.620 5.118 5.050 eV.
Looking at LUMO level for the records above, in order, we have 0.083 0.611 0.684 0.661 -1.824 0.934 eV.